C16H27IN2O4 | the ωB97M-V functional and the def2-TZVPD basis

Results
SMILES	NC[C@H](O)CC1=CC(=O)C(CCCI)=CC1=O.COC[C@@H](C)N
total energy	-1333.98107	hartree
orbital gap	7.9	eV
E_LUMO	-1.2141	eV

Geometry as XYZ:
```
50
Properties=species:S:1:pos:R:3:mulliken_charge:R:1
H -4.140 2.330 0.148 0.3587
I -5.855 -1.493 -0.922 0.0350
C -4.036 1.475 -0.524 -0.4361
C -1.705 2.512 -0.445 0.1310
H -5.130 2.265 -2.216 0.3580
H -6.121 1.722 -0.874 0.3532
H 1.552 0.135 -4.287 0.3691
H 2.204 2.020 -1.522 0.4545
C -2.674 1.594 -1.149 0.6015
C -0.888 1.189 -2.791 0.1720
O -2.097 3.371 0.318 -0.5924
H 1.258 -0.449 1.816 0.2945
O 3.311 -1.680 2.549 -0.2765
C -5.565 0.181 -2.218 -1.0056
C 0.897 -2.196 2.788 0.3328
H -6.516 0.287 -2.739 0.4656
H 3.078 -0.358 4.145 0.2618
H 0.626 -1.568 0.861 0.2128
H 3.819 -1.928 4.549 0.3188
H 0.949 -0.666 4.338 0.2739
H 0.253 -3.062 2.603 0.3842
N 3.080 0.091 -0.195 -0.3047
O 2.130 -0.388 -3.717 -0.6180
C -5.239 1.470 -1.471 -0.7481
C 0.568 -1.676 4.183 -1.4945
H 1.750 2.009 -3.212 0.4164
H 4.729 -0.715 3.626 0.2531
C -2.250 0.984 -2.265 -0.2483
H -4.823 -0.102 -2.958 0.3932
H -0.513 -1.632 4.315 0.3682
N 0.547 -1.176 1.794 -0.6054
H -4.053 0.587 0.117 0.3056
H 0.450 2.767 -0.045 0.4185
O -0.599 0.927 -3.945 -0.6322
H 2.391 -3.211 1.653 0.3236
H -2.882 0.324 -2.844 0.2593
H 3.341 1.070 -0.168 0.2017
C 2.335 -2.700 2.617 -0.7455
H 3.781 -0.389 0.361 0.1847
H 4.046 -0.138 -2.122 0.3534
C 3.137 -0.412 -1.572 -1.0842
H 3.113 -1.504 -1.517 0.3966
C 1.908 0.016 -2.373 0.5965
C 1.571 1.516 -2.252 -1.4274
C 0.142 1.725 -1.852 0.9447
H 1.061 -0.567 -1.982 0.0563
C -0.266 2.346 -0.742 -0.7031
C 3.741 -1.148 3.786 -0.7221
H 0.980 -2.323 4.959 0.3668
H 2.603 -3.431 3.393 0.4282
```